1.
6 unconnected molecules or ions with the total composition C16H28Cl2F2N3O3 in a non-equilibrium geometry. Source: the OMol25 dataset; level of theory: ωB97M-V/def2-TZVPD.

CARTESIAN COORDINATES (ANGSTROEM)
1 F -21.760 -26.284 0.715
2 C -21.683 -29.394 -3.560
3 C -21.770 -28.606 -2.214
4 O -20.710 -28.405 -1.645
5 N -22.839 -28.201 -1.557
6 C -24.130 -28.316 -2.147
7 H -22.388 -29.009 -4.297
8 H -21.939 -30.426 -3.321
9 H -20.709 -29.310 -4.043
10 H -22.672 -27.823 -0.636
11 H -24.152 -29.309 -2.597
12 H -24.363 -27.576 -2.913
13 H -24.860 -28.275 -1.339
14 C -20.899 -27.670 5.435
15 C -20.815 -26.866 4.129
16 O -19.735 -26.779 3.573
17 N -21.953 -26.327 3.581
18 C -23.234 -26.136 4.278
19 H -21.450 -27.103 6.186
20 H -19.856 -27.727 5.746
21 H -21.391 -28.580 5.092
22 H -21.985 -25.919 2.658
23 H -23.704 -25.358 3.678
24 H -23.129 -25.685 5.265
25 H -23.859 -27.027 4.217
26 C -19.089 -22.703 3.374
27 C -19.608 -23.721 2.326
28 O -18.851 -24.575 1.907
29 N -20.851 -23.686 1.797
30 C -21.960 -22.961 2.426
31 H -18.005 -22.587 3.381
32 H -19.283 -23.138 4.355
33 H -19.493 -21.693 3.294
34 H -21.012 -24.380 1.082
35 H -21.628 -21.936 2.591
36 H -22.138 -23.151 3.484
37 H -22.811 -23.198 1.788
38 C -22.820 -24.893 -1.994
39 Cl -22.786 -24.789 -3.803
40 Cl -22.361 -23.291 -1.285
41 H -23.819 -25.213 -1.698
42 H -22.162 -25.729 -1.754
43 F -25.381 -23.570 2.281
44 C -25.931 -24.783 2.068
45 C -25.253 -25.625 1.159
46 C -25.566 -26.951 1.136
47 C -26.426 -27.458 2.157
48 C -27.052 -26.634 3.092
49 C -26.817 -25.282 3.017
50 H -24.464 -25.297 0.499
51 H -25.124 -27.743 0.550
52 H -26.571 -28.513 2.341
53 H -27.656 -27.012 3.903
54 H -27.265 -24.646 3.766

The value obtained for the LUMO energy (alpha / beta) is 4.609 / 4.575 eV. The value obtained for the total energy is -2136.485762 Ha. As for the spin multiplicity: 2. As for the largest force on an atom: 3.29 eV Å⁻¹. As for the net charge: -2. The HOMO-LUMO gap (alpha / beta) is 1.753 / 7.101 eV.


2.
4 unconnected molecules or ions with the total composition C16H28ClF3N4O2 in a non-equilibrium geometry. Source: the OMol25 dataset; level of theory: ωB97M-V/def2-TZVPD.

CARTESIAN COORDINATES (ANGSTROEM)
1 C 4.138 -3.057 0.424
2 C 2.795 -3.035 1.113
3 N 1.725 -3.606 0.231
4 C 1.189 -4.820 0.160
5 C 0.058 -4.696 -0.583
6 N -0.032 -3.381 -1.001
7 C 1.036 -2.748 -0.535
8 C -1.196 -2.782 -1.687
9 H 4.065 -3.075 -0.688
10 H 4.646 -3.983 0.677
11 H 4.818 -2.199 0.626
12 H 2.331 -2.081 1.398
13 H 2.878 -3.672 2.006
14 H 1.450 -5.744 0.683
15 H -0.778 -5.349 -0.708
16 H 1.392 -1.735 -0.684
17 H -1.461 -3.371 -2.553
18 H -1.016 -1.789 -1.956
19 H -1.993 -2.749 -0.916
20 C -4.272 3.081 -1.067
21 C -4.566 2.221 0.183
22 N -3.516 2.223 1.223
23 C -3.752 2.342 2.550
24 C -2.557 2.184 3.156
25 N -1.649 1.897 2.190
26 C -2.257 1.884 1.042
27 C -0.229 1.643 2.458
28 H -5.033 2.928 -1.832
29 H -3.287 3.011 -1.505
30 H -4.430 4.120 -0.731
31 H -4.719 1.166 -0.026
32 H -5.397 2.555 0.720
33 H -4.711 2.515 2.913
34 H -2.335 2.187 4.214
35 H -1.753 1.858 0.054
36 H 0.191 0.881 1.762
37 H -0.113 1.284 3.462
38 H 0.307 2.553 2.325
39 Cl -2.529 -1.136 1.196
40 C 2.828 1.244 -0.365
41 O 2.015 2.274 -0.989
42 O 2.238 0.140 0.024
43 C 4.159 1.057 -1.095
44 F 4.149 0.145 -2.070
45 F 4.453 2.304 -1.664
46 F 5.165 0.687 -0.348
47 C 1.228 1.767 -2.044
48 C -0.220 1.937 -1.789
49 H -0.561 1.117 -1.168
50 H -0.378 2.918 -1.306
51 H -0.748 1.960 -2.781
52 H 1.535 0.713 -2.176
53 H 1.544 2.282 -2.954
54 H 3.156 1.931 0.433

The value obtained for the LUMO energy is 0.664 eV. The value obtained for the total energy is -1755.680094 Ha. As for the spin multiplicity: 1. As for the largest force on an atom: 2.83 eV Å⁻¹. As for the net charge: 0. The HOMO-LUMO gap is 7.898 eV.


> Number 1 is which compound?

C16H28Cl2F2N3O3


> The lowest spin multiplicity belongs to which entry?

C16H28ClF3N4O2